Formula: CH8N2O
Source: the OMol25 dataset
Level of theory: ωB97M-V/def2-TZVPD

```
! RIJCOSX wB97M-V def2-TZVPD def2/J DEFGRID3
* xyz 0 1
N 2.4535 -0.2302 0.0394
C -0.0119 0.0043 -0.1529
N -0.8151 1.1022 -0.0338
H 3.0700 -1.0276 0.0869
H 3.0469 0.5848 0.0504
H -0.0434 -0.3098 -1.2013
H 1.2789 -0.0357 0.0241
H -0.3090 -0.8118 0.5270
H -0.6788 1.7078 0.7693
H -1.7610 0.6296 -0.0691
H -3.4760 -1.1185 -0.0791
O -2.7541 -0.4951 0.0390
*
```

Calculated values
Strongest force on any atom   0.12675 hartree/bohr
Electronic energy   -6187.192 eV
Frontier orbital gap   5.806 eV
Highest occupied orbital energy   -9.09 eV
E_LUMO   -0.1206 Ha

Atomic partial charges in e from the natural (NBO) method, atoms 1 to 5: -1.01 -0.07 -0.76 0.40 0.37


Formula: CH8N2O2Si
Source: the OMol25 dataset
Level of theory: ωB97M-V/def2-TZVPD

```
! RIJCOSX wB97M-V def2-TZVPD def2/J DEFGRID3
* xyz 0 1
C -0.1104 1.8123 0.4990
Si 0.3718 0.3217 -0.5666
O 0.1176 -1.1735 0.6686
N 1.0944 -1.4492 1.6311
O -0.6242 -0.0460 -1.7848
N -1.7495 -0.9190 -1.7721
H -1.0484 1.6240 1.0184
H 0.6417 2.0282 1.2537
H -0.2393 2.7077 -0.1003
H 1.7138 0.2594 -1.1209
H 1.9961 -1.5456 1.1667
H 1.1543 -0.6489 2.2582
H -1.4617 -1.7205 -2.3378
H -1.8563 -1.2504 -0.8133
*
```

Calculated values
Strongest force on any atom   0.08265 hartree/bohr
Electronic energy   -16117.543 eV
Frontier orbital gap   9.646 eV
SMILES string   C[SiH](ON)ON
Highest occupied orbital energy   -8.85 eV
E_LUMO   0.0294 Ha

Atomic partial charges in e from the natural (NBO) method, atoms 1 to 5: -1.15 1.83 -0.74 -0.51 -0.79


Formula: CH8N2S
Source: the OMol25 dataset
Level of theory: ωB97M-V/def2-TZVPD

```
! RIJCOSX wB97M-V def2-TZVPD def2/J DEFGRID3
* xyz 0 1
N -0.4801 -0.2295 -0.2407
C 0.5965 -0.6902 -1.1322
N 1.8578 -0.7633 -0.4600
H 0.1579 -0.4730 0.5314
H -0.7196 0.7899 -0.2400
H 0.6435 0.0471 -2.0637
H 0.4745 -1.7850 -1.2816
H 1.9279 -1.3270 0.4060
H 2.5184 -0.0195 -0.3413
S -2.1156 2.0397 1.5719
H -2.2352 1.0084 0.5918
H -2.6259 1.4023 2.6585
*
```

Calculated values
Strongest force on any atom   0.05319 hartree/bohr
Electronic energy   -14980.486 eV
Frontier orbital gap   10.066 eV
SMILES string   NCN.S
Highest occupied orbital energy   -9.11 eV
E_LUMO   0.0351 Ha

Atomic partial charges in e from the natural (NBO) method, atoms 1 to 5: -0.87 -0.06 -0.89 0.36 0.36


Formula: CH8N2S2
Source: the OMol25 dataset
Level of theory: ωB97M-V/def2-TZVPD

```
! RIJCOSX wB97M-V def2-TZVPD def2/J DEFGRID3
* xyz 0 1
N -0.0880 -0.4829 1.2664
C 0.3430 -1.8618 0.7872
N -0.4751 -3.0464 1.3182
H -1.0885 -0.3969 1.2616
H 0.3018 -0.2795 2.1468
H -0.0334 -1.7794 -0.2188
H 1.3911 -1.9965 0.7524
H -0.5365 -3.0314 2.2899
H -1.3321 -2.9298 0.8853
S 0.0837 3.3778 -3.5086
S -0.1203 4.9069 -2.1559
H 0.3767 2.2738 -2.7694
H 1.1777 5.2462 -2.0553
*
```

Calculated values
Strongest force on any atom   0.08343 hartree/bohr
Electronic energy   -25816.573 eV
Frontier orbital gap   9.451 eV
SMILES string   NCN.SS
Highest occupied orbital energy   -9.06 eV
E_LUMO   0.0144 Ha

Atomic partial charges in e from the natural (NBO) method, atoms 1 to 5: -0.85 -0.07 -0.84 0.36 0.35


Formula: CH8N3
Source: the OMol25 dataset
Level of theory: ωB97M-V/def2-TZVPD

```
! RIJCOSX wB97M-V def2-TZVPD def2/J DEFGRID3
* xyz 1 1
N 0.1128 -0.8816 2.2305
H -0.0223 -0.4322 3.1373
H 0.5925 -1.1557 -1.1048
H 0.9792 -1.4111 2.3224
H -0.6457 -1.5589 2.2004
N -0.0824 1.0151 0.0581
C -0.2485 0.6586 -1.1823
N 0.0841 -0.5122 -1.6876
H 0.0868 0.2882 0.8556
H -0.1768 2.0320 0.2314
H -0.4789 1.5004 -1.8418
H 0.4279 -0.4904 -2.6439
*
```

Calculated values
Strongest force on any atom   0.04014 hartree/bohr
Electronic energy   -5631.286 eV
Frontier orbital gap   11.867 eV
Highest occupied orbital energy   -15.44 eV
E_LUMO   -0.1314 Ha

Atomic partial charges in e from the natural (NBO) method, atoms 1 to 5: -1.09 0.39 0.42 0.39 0.39


Formula: CH8N3O2P
Source: the OMol25 dataset
Level of theory: ωB97M-V/def2-TZVPD

```
! RIJCOSX wB97M-V def2-TZVPD def2/J DEFGRID3
* xyz 0 1
C -1.7887 0.1047 1.5270
O -0.4256 -0.0889 1.7077
N -0.0133 -0.9155 0.5510
P 1.0421 0.1563 -0.3112
N 1.5875 -1.1533 -1.3632
N 0.0067 1.2909 -1.0234
O 2.0844 0.7404 0.5434
H -2.0269 1.0305 2.0157
H -2.3406 -0.7255 1.8721
H -2.0906 0.2432 0.3614
H 0.7447 -1.3883 1.0070
H 2.2206 -0.7809 -2.0076
H 0.7129 -1.6988 -1.7233
H -0.1157 1.0593 -2.0238
H 0.4025 2.1257 -1.1327
*
```

Calculated values
Strongest force on any atom   0.09979 hartree/bohr
Electronic energy   -19020.182 eV
Frontier orbital gap   10.339 eV
SMILES string   CONP(N)(N)=O
Highest occupied orbital energy   -9.79 eV
E_LUMO   0.0203 Ha

Atomic partial charges in e from the natural (NBO) method, atoms 1 to 5: -0.25 -0.41 -0.66 2.22 -1.17